DFT (wB97M-V/def2-TZVPD) results for the molecule C6H10.

Each line ends with the Löwdin charge.
Geometry (Å):
C (0.074, 0.497, 1.878)  -0.0298
C (-0.120, 0.256, 0.390)  -0.4021
C (0.033, 1.041, -0.946)  -0.1022
C (0.744, -0.212, -1.543)  -0.1384
C (0.402, -0.995, -0.280)  -0.2139
C (-1.064, -0.842, 0.000)  -0.0832
H (-0.321, -0.391, 2.389)  0.0749
H (-0.466, 1.357, 2.283)  0.0732
H (1.122, 0.571, 2.199)  0.0754
H (-0.945, 1.226, -1.410)  0.0982
H (0.598, 1.974, -0.992)  0.1004
H (1.817, -0.029, -1.645)  0.1047
H (0.362, -0.628, -2.484)  0.1030
H (1.004, -1.781, 0.170)  0.1331
H (-1.515, -1.352, 0.842)  0.1013
H (-1.724, -0.691, -0.852)  0.1055

Properties
Max |F| (Eh/bohr): 0.0079
SMILES: C[C@@]12CC[C@@H]1C2
Electronic energy (eV): -6382.3271
Kohn-Sham gap (Eh): 0.387
Total charge: 0
HOMO energy (hartree): -0.344
Relative energy (zero: lowest compared OMol25 entry of this formula, charge and spin) (kJ/mol): 147.86


DFT (wB97M-V/def2-TZVPD) results for the molecule C4H7NO2S in a non-equilibrium geometry.

Each line ends with the Löwdin charge.
Geometry (Å):
S (0.205, 1.117, 2.230)  0.6759
C (-1.154, 0.909, 0.891)  -0.4435
C (-0.890, -0.025, -0.263)  -0.4070
C (-0.200, -1.246, 0.206)  -0.1426
N (1.106, -1.380, 0.328)  0.0074
O (1.879, -0.296, -0.138)  -0.1972
C (1.178, 0.128, -1.447)  -0.1843
O (-0.045, 0.702, -1.178)  -0.1174
H (0.718, -0.186, 2.099)  -0.1198
H (-2.158, 0.437, 1.155)  0.0962
H (-1.473, 1.974, 0.496)  0.1213
H (-1.650, -0.220, -0.991)  0.1458
H (-0.945, -2.175, 0.330)  0.1719
H (1.419, -0.848, -2.241)  0.1956
H (2.010, 1.108, -1.476)  0.1977

Properties
Max |F| (Eh/bohr): 0.1126
SMILES: SC[C@@H]1C=NOCO1
Electronic energy (eV): -20676.2885
Kohn-Sham gap (Eh): 0.358
Total charge: 0
HOMO energy (hartree): -0.335
Relative energy (zero: lowest compared OMol25 entry of this formula, charge and spin) (kJ/mol): 622.13


DFT (wB97M-V/def2-TZVPD) results for the molecule CH2N2O3S in a non-equilibrium geometry.

Each line ends with the Löwdin charge.
Geometry (Å):
H (-0.451, -2.898, -0.918)  0.1017
N (-0.600, -1.846, -0.835)  0.1135
N (0.167, -1.379, 0.008)  -0.0270
C (-0.089, -0.127, 0.473)  -0.4189
O (1.050, 0.609, 1.013)  -0.1429
S (0.270, 1.442, -0.133)  0.6620
O (1.109, 1.714, -1.227)  -0.2358
O (-0.421, 2.524, 0.441)  -0.2419
H (-1.035, -0.039, 1.179)  0.1893

Properties
Max |F| (Eh/bohr): 0.0742
SMILES: [H]/N=N/[C@H]1OS1(=O)=O
Electronic energy (eV): -21022.8569
Kohn-Sham gap (Eh): 0.349
Total charge: 0
HOMO energy (hartree): -0.385
Relative energy (zero: lowest compared OMol25 entry of this formula, charge and spin) (kJ/mol): 344.14


DFT (wB97M-V/def2-TZVPD) results for a cluster of 2 separate species, C4H9NO in total in a non-equilibrium geometry.

Each line ends with the Löwdin charge.
Geometry (Å):
C (-1.272, -1.651, 1.485)  -0.0385
N (-0.981, -0.489, 1.043)  -0.0048
C (-0.542, -0.535, -0.294)  -0.2356
C (-0.539, 0.449, -1.191)  -0.1517
C (0.263, 0.328, -2.461)  -0.1135
H (-0.680, -2.493, 1.110)  0.0733
H (-1.875, -1.732, 2.383)  0.0675
H (-0.052, -1.460, -0.636)  0.1107
H (-1.106, 1.348, -0.965)  0.1020
H (-0.155, -0.346, -3.210)  0.0743
H (0.304, 1.321, -2.907)  0.0645
H (1.298, 0.071, -2.256)  0.0680
O (2.141, 1.565, 1.490)  -0.0622
H (1.866, 1.454, 0.576)  0.0144
H (3.093, 1.678, 1.563)  0.0316

Properties
Max |F| (Eh/bohr): 0.0508
SMILES: C=N/C=C/C.O
Electronic energy (eV): -7829.5180
Kohn-Sham gap (Eh): 0.356
Total charge: 0
HOMO energy (hartree): -0.330
Relative energy (zero: lowest compared OMol25 entry of this formula, charge and spin) (kJ/mol): 270.35


DFT (wB97M-V/def2-TZVPD) results for a cluster of 3 separate species, C5H11N in total.

Each line ends with the Löwdin charge.
Geometry (Å):
C (1.955, -0.874, -0.484)  -0.2056
N (1.556, 0.253, -0.856)  0.1068
C (2.245, 0.148, 0.495)  -0.1699
H (1.950, -1.902, -0.827)  0.1010
H (1.612, 0.263, 1.377)  0.0648
H (3.238, 0.588, 0.563)  0.0752
H (-0.070, -1.664, 1.084)  0.0338
H (0.436, -2.211, 1.108)  0.0682
C (-1.521, 0.173, 1.094)  -0.0818
C (-1.146, 0.901, 0.044)  -0.2745
C (-1.563, 0.626, -1.373)  -0.1233
H (-1.197, 0.409, 2.104)  0.0531
H (-2.169, -0.695, 0.976)  0.0564
H (-0.495, 1.761, 0.200)  0.0933
H (-1.802, -0.435, -1.515)  0.0730
H (-0.764, 0.894, -2.070)  0.0570
H (-2.455, 1.208, -1.638)  0.0725

Properties
Max |F| (Eh/bohr): 0.0101
SMILES: C1=NC1.[H][H].C=CC
Electronic energy (eV): -6849.4910
Kohn-Sham gap (Eh): 0.393
Total charge: 0
HOMO energy (hartree): -0.348
Relative energy (zero: lowest compared OMol25 entry of this formula, charge and spin) (kJ/mol): 389.56


DFT (wB97M-V/def2-TZVPD) results for a structure of composition C3H9F3N2P2 in a non-equilibrium geometry.

Each line ends with the Löwdin charge.
Geometry (Å):
C (1.653, 1.030, 0.831)  -0.2462
C (-0.149, 2.076, -0.336)  -0.2132
C (-2.089, -2.441, 0.094)  -0.2806
N (0.324, -1.406, -0.409)  -0.3472
N (0.386, 1.714, 0.901)  -0.2254
F (2.206, -0.156, -1.690)  -0.1592
F (2.715, -1.455, 0.298)  -0.1493
F (-1.839, -0.357, -1.394)  -0.3780
P (1.564, -0.497, -0.244)  0.5888
P (-1.152, -0.821, 0.107)  0.7674
H (1.879, 0.567, 1.868)  0.1390
H (2.358, 1.656, 0.372)  0.0750
H (0.375, 2.975, -0.790)  0.0921
H (0.101, 1.137, -1.134)  0.0889
H (-1.123, 2.577, -0.303)  0.0914
H (-2.258, -2.637, 1.111)  -0.0213
H (-3.052, -2.077, -0.429)  0.0538
H (-1.610, -3.298, -0.434)  0.0457
H (-0.289, 1.411, 1.580)  0.0782

Properties
Max |F| (Eh/bohr): 0.0754
Electronic energy (eV): -32969.0313
Kohn-Sham gap (Eh): 0.339
Total charge: 0
HOMO energy (hartree): -0.314
Relative energy (zero: lowest compared OMol25 entry of this formula, charge and spin) (kJ/mol): 38.62


DFT (wB97M-V/def2-TZVPD) results for a structure of composition C6H11NO in a non-equilibrium geometry.

Each line ends with the Löwdin charge.
Geometry (Å):
C (0.894, 0.462, 0.192)  -0.3416
C (0.864, -0.435, -1.004)  -0.1348
C (0.218, 1.775, 0.237)  -0.1603
C (-1.000, 0.918, 0.557)  -0.0898
C (-0.186, -1.528, -0.716)  -0.1537
N (1.629, 0.060, 1.246)  0.1720
C (-1.543, -0.870, -0.443)  -0.4364
O (-2.396, -1.470, 0.234)  -0.0672
H (1.616, 0.625, 2.083)  0.1175
H (1.795, -0.925, 1.394)  0.1175
H (1.854, -0.861, -1.184)  0.1190
H (0.567, 0.133, -1.886)  0.1213
H (0.159, 2.254, -0.737)  0.1162
H (0.587, 2.462, 1.003)  0.1054
H (-1.916, 1.352, 0.176)  0.0841
H (-1.107, 0.673, 1.609)  0.0831
H (-1.857, -0.298, -1.353)  0.1228
H (0.107, -2.115, 0.158)  0.1098
H (-0.285, -2.209, -1.567)  0.1150

Properties
Max |F| (Eh/bohr): 0.0307
Electronic energy (eV): -9934.8902
Kohn-Sham gap (Eh): 0.299
Total charge: 0
HOMO energy (hartree): -0.277
Relative energy (zero: lowest compared OMol25 entry of this formula, charge and spin) (kJ/mol): 343.89


DFT (wB97M-V/def2-TZVPD) results for the molecule C3H5NO2 in a non-equilibrium geometry.

Each line ends with the Löwdin charge.
Geometry (Å):
N (-1.459, 0.465, -0.480)  0.1791
C (-0.460, 0.975, 0.303)  -0.4799
O (-0.580, 1.820, 1.176)  0.0614
C (0.848, 0.218, 0.218)  -0.2197
C (0.790, -1.213, 0.210)  -0.1191
O (1.008, -0.497, -0.982)  -0.0321
H (-2.293, 0.989, -0.479)  0.0975
H (-1.102, 0.132, -1.367)  0.1089
H (1.763, 0.718, 0.619)  0.1694
H (1.623, -1.860, 0.518)  0.1234
H (-0.139, -1.747, 0.265)  0.1111

Properties
Max |F| (Eh/bohr): 0.0440
SMILES: NC(=O)[C@H]1CO1
Electronic energy (eV): -8776.2018
Kohn-Sham gap (Eh): 0.403
Total charge: 0
HOMO energy (hartree): -0.368
Relative energy (zero: lowest compared OMol25 entry of this formula, charge and spin) (kJ/mol): 144.04


DFT (wB97M-V/def2-TZVPD) results for a structure of composition C28H27N3SScSi in a non-equilibrium geometry.

Each line ends with the Löwdin charge.
Geometry (Å):
C (1.080, 2.541, 1.080)  -0.1465
C (0.096, 2.469, 0.051)  -0.1807
C (-1.192, 2.388, 0.662)  -0.1808
H (0.284, 2.486, -1.030)  0.0956
C (-1.019, 2.398, 2.075)  -0.1717
C (0.385, 2.499, 2.330)  -0.1879
H (0.826, 2.581, 3.328)  0.0889
H (2.161, 2.630, 0.952)  0.1229
H (-2.150, 2.371, 0.136)  0.1098
H (-1.807, 2.424, 2.838)  0.1263
Sc (-0.035, 0.448, 1.306)  0.9923
C (-1.194, -2.558, -4.016)  -0.0799
H (-1.888, -2.549, -3.172)  0.0031
H (-1.628, -2.044, -4.901)  0.0518
H (-0.199, -2.112, -3.804)  -0.0503
Si (0.000, -0.623, -2.179)  0.7020
C (1.762, -0.435, -2.683)  -0.3662
C (2.499, 0.768, -2.583)  -0.1077
H (2.078, 1.645, -2.084)  0.0856
C (3.785, 0.840, -3.138)  -0.0852
H (4.346, 1.778, -3.095)  0.1047
C (4.369, -0.277, -3.756)  -0.0821
H (5.368, -0.213, -4.205)  0.1072
C (3.667, -1.493, -3.769)  -0.0855
H (4.117, -2.381, -4.218)  0.1050
C (2.393, -1.589, -3.206)  -0.1204
H (1.876, -2.550, -3.179)  0.0934
C (-1.106, 0.639, -2.955)  -0.3390
C (-0.701, 1.268, -4.161)  -0.0878
H (0.271, 1.028, -4.602)  0.1065
C (-1.515, 2.236, -4.767)  -0.0752
H (-1.196, 2.704, -5.703)  0.1082
C (-2.740, 2.612, -4.192)  -0.0771
H (-3.383, 3.360, -4.681)  0.1105
C (-3.125, 2.025, -2.976)  -0.0866
H (-4.080, 2.309, -2.520)  0.1066
C (-2.299, 1.092, -2.339)  -0.1421
H (-2.568, 0.740, -1.337)  0.0597
H (-0.440, -2.028, -1.765)  -0.0243
H (-0.954, -3.608, -4.261)  0.0443
N (-0.445, -2.223, 4.472)  0.1954
C (0.287, -1.394, 5.334)  -0.1731
C (0.371, -1.427, 6.710)  -0.0051
C (0.899, -0.302, 7.357)  -0.0486
C (1.372, 0.786, 6.592)  -0.0532
C (1.331, 0.784, 5.196)  0.0012
C (0.732, -0.320, 4.557)  -0.1748
N (0.274, -0.526, 3.243)  0.0665
C (-0.432, -1.694, 3.239)  -0.2289
C (-1.213, -2.168, 2.111)  -0.2922
C (-1.943, -3.328, 1.978)  -0.2836
S (-2.815, -3.326, 0.468)  1.0938
C (-2.259, -1.728, 0.145)  -0.4267
N (-1.371, -1.252, 1.055)  -0.0897
H (-0.931, -3.070, 4.726)  0.1749
H (0.037, -2.322, 7.240)  0.1235
H (0.930, -0.259, 8.448)  0.1166
H (1.789, 1.654, 7.097)  0.1142
H (1.740, 1.595, 4.594)  0.0966
H (-1.919, -4.129, 2.697)  0.0843
H (-2.577, -1.169, -0.740)  0.0615

Properties
Max |F| (Eh/bohr): 0.0874
Electronic energy (eV): -73351.2085
Kohn-Sham gap (Eh): 0.154
Total charge: +1
HOMO energy (hartree): -0.287


> The highest max |F| belongs to which entry?

C4H7NO2S